Density functional theory data (the ωB97M-V functional and the def2-TZVPD basis) for the ion C5H11N with charge -1.

Cartesian coordinates (Å):
1 C 1.945 -2.079 -0.140
2 C 1.848 -0.589 -0.482
3 C 0.765 0.063 0.303
4 C -0.442 0.406 -0.146
5 N -1.539 0.741 0.637
6 C -2.551 1.547 -0.096
7 H 0.991 -2.617 -0.121
8 H 2.489 -2.747 -0.811
9 H 2.405 -2.241 0.845
10 H 1.688 -0.631 -1.577
11 H 2.823 -0.090 -0.480
12 H 0.998 0.006 1.365
13 H -0.795 0.229 -1.157
14 H -1.313 1.324 1.436
15 H -2.093 2.278 -0.776
16 H -3.260 2.101 0.521
17 H -3.144 0.860 -0.720

Output
E: -251.7607 Ha
net charge: -1
energy relative to the best compared isomer or geometry (same formula, charge and spin): 102.4 kJ/mol
HOMO (spin up / spin down): 0.055 / -0.163 Ha
E_LUMO (spin up / spin down): 3.818 / 3.668 eV
multiplicity: 2